Here is C4H52B11Ca3O as an isolated structure from the Open Molecules 2025 dataset. Energies are from ωB97M-V/def2-TZVPD.

Geometry as XYZ:
```
71
Properties=species:S:1:pos:R:3:forces:R:3:lowdin_charge:R:1
Ca -1.3869 -1.4001 5.9023 -1.4378 -0.8364 0.9087 1.21
Ca -5.8338 -0.2360 5.1904 1.4792 -1.9855 1.4202 1.17
Ca -1.8986 2.4959 6.7460 -0.5255 -1.1247 2.0356 1.26
B -5.9206 -1.0375 7.7941 0.1447 0.0147 0.1772 -0.45
H -5.2130 -0.5356 8.4357 2.3887 1.8858 2.1830 -0.03
H -5.4109 -1.5149 6.9717 1.9323 -2.0881 -2.7016 -0.11
H -6.4755 -1.7581 8.3747 -2.4044 -3.2810 2.3391 -0.08
H -6.6481 -0.3600 7.3745 -3.0157 3.0338 -1.5934 -0.09
B -3.4350 0.2027 6.1786 -0.0582 0.5767 -0.1930 -0.58
H -2.5587 0.3654 6.7868 2.6105 0.5555 2.6954 -0.07
H -4.3281 0.5923 6.6420 -2.9018 1.3706 1.9373 -0.01
H -3.2733 0.7601 5.2690 0.6432 1.9291 -3.8724 -0.02
H -3.5038 -0.8523 5.9631 -0.5470 -3.5370 -0.7590 -0.05
B -1.3427 -2.8075 3.8506 0.1401 -0.4207 -0.4113 -0.49
H -1.9703 -1.9338 3.7662 -2.4352 3.2030 -0.4784 -0.06
H -1.2188 -3.2950 2.8960 0.7281 -1.8451 -3.8041 -0.07
H -0.4180 -2.4819 4.3014 4.5542 1.2367 1.2801 -0.10
H -1.7597 -3.4984 4.5667 -1.6066 -2.5339 2.6216 -0.07
B -2.0060 -2.3271 8.1717 -0.2536 -0.3451 0.2802 -0.47
H -2.0269 -2.9051 9.0825 -0.2943 -2.1273 3.4678 -0.06
H -2.7903 -1.5986 8.0361 -2.5745 2.7118 -0.0480 -0.04
H -1.0238 -1.8871 8.0949 4.3578 2.1020 -0.3536 -0.07
H -2.1448 -2.9838 7.3268 -0.2946 -3.2212 -3.6711 -0.08
B -0.2014 1.7033 8.4929 0.3689 0.1095 0.7030 -0.49
H -0.3042 2.4656 9.2496 -0.8016 3.0175 2.8726 -0.05
H -1.1095 1.1654 8.2686 -3.4059 -1.8149 -0.5061 -0.07
H 0.1781 2.1681 7.5962 2.0013 1.9778 -3.8851 -0.09
H 0.4654 0.9676 8.9152 2.9920 -2.9023 1.1765 -0.05
B -4.6751 -2.8591 4.5208 -0.2459 -0.1782 0.1546 -0.47
H -4.3731 -1.8885 4.1588 1.3864 3.7456 -1.1688 -0.09
H -3.8225 -3.4371 4.8423 3.0033 -2.0680 1.2522 -0.07
H -5.3470 -2.7647 5.3597 -3.0044 0.2493 2.9747 -0.07
H -5.1166 -3.2899 3.6355 -2.1504 -2.1979 -3.6703 -0.08
B -7.4357 1.7149 5.6953 -0.5749 0.6113 0.1349 -0.47
H -7.6926 2.1858 6.6315 -0.7944 1.5516 3.7269 -0.05
H -7.6659 0.6611 5.6709 -1.4934 -3.7998 0.1876 -0.10
H -8.0272 2.1698 4.9159 -2.4000 2.0351 -3.4232 -0.07
H -6.3969 1.8277 5.4264 3.9676 0.9259 -0.7303 -0.10
B -0.3723 0.8780 5.2494 0.5716 -0.1634 -0.4008 -0.50
H -0.7519 0.5597 6.2079 -0.4499 -0.7731 3.3399 -0.12
H -0.8872 0.3011 4.4969 -1.7564 -1.7833 -3.2229 -0.04
H -0.5894 1.9323 5.1753 -0.7141 3.9738 -0.8534 -0.08
H 0.7016 0.8039 5.1752 4.1858 -0.5896 -0.2068 -0.03
B -5.7807 0.1785 2.7447 -0.2452 0.1482 -0.8218 -0.50
H -4.7728 0.2395 3.1250 3.7324 0.4443 1.5698 -0.05
H -6.0389 -0.8574 2.5885 -0.8211 -4.0406 -0.7365 -0.05
H -6.5469 0.5605 3.4015 -2.7858 1.8953 2.1886 -0.10
H -5.8917 0.7412 1.8308 -0.3206 2.2986 -3.8744 -0.07
B -3.2110 3.5709 8.5638 -0.4297 0.3868 0.3145 -0.47
H -2.2558 4.0495 8.7147 4.0917 2.0554 0.6709 -0.07
H -3.1001 2.5114 8.7354 0.4714 -3.8085 0.3046 -0.06
H -3.9444 3.9083 9.2796 -2.8494 1.6096 2.5989 -0.06
H -3.5013 3.7927 7.5485 -1.6453 1.0166 -4.1491 -0.10
B -3.1023 0.0853 10.5010 0.0995 -0.1822 -0.0098 -0.48
H -3.1935 0.5152 9.5156 -0.0048 1.7984 -3.4740 -0.08
H -2.4934 0.6046 11.2248 3.0416 2.7947 2.9296 -0.11
H -4.0863 0.1126 10.9431 -4.4757 -0.2645 1.9363 -0.11
H -2.6889 -0.9081 10.4210 1.3455 -4.0415 -0.1414 -0.10
C -4.9074 3.5692 3.5491 -0.2454 1.3696 1.5585 -0.16
C -3.6963 3.3568 2.7218 1.2539 -1.1655 -1.4977 -0.18
C -2.6166 2.8543 3.7002 -1.1529 1.0572 1.1744 -0.12
O -3.1946 3.1864 5.0438 0.2795 -0.2655 -1.0219 -0.33
C -4.2862 4.0617 4.8679 -1.0259 -0.8244 -0.5165 -0.20
H -5.4516 2.6514 3.7719 0.1597 -0.0724 -0.1960 0.08
H -5.6509 4.3231 3.2906 0.0072 0.0176 -0.7918 0.11
H -3.2845 4.1914 2.1544 -0.3381 0.6244 0.1498 0.09
H -3.8492 2.5723 1.9807 -0.1688 -0.1285 -0.0567 0.10
H -1.7009 3.4442 3.7419 0.2370 -0.1780 -0.7933 0.11
H -2.4122 1.7881 3.6025 -0.1103 0.1366 0.4543 0.11
H -3.9149 5.0865 4.8721 -0.0333 0.4285 -0.3136 0.11
H -5.0787 3.9717 5.6108 0.6176 -0.3107 0.6292 0.13
```
Forces are in eV/Å.

The molecular weight comes out at 355.62 g/mol. The calculation puts the lowest unoccupied orbital energy at 9.2 eV. Its total energy is -2563.68289 Ha. The relative energy (zero: lowest compared OMol25 entry of this formula, charge and spin) comes out at 0.000 eV. The HOMO energy comes out at 6.15 eV. The HOMO-LUMO gap comes out at 3.034 eV. As for the net charge: -5.